Entry from OMol25: one molecule with the formula C23H24N2O5 in a non-equilibrium geometry (wB97M-V/def2-TZVPD).

Properties
Net charge   0
E_LUMO   -0.012 hartree
SMILES   COc1cccc(/C=C2/Oc3ccccc3N(CC(=O)NC[C@H]3CCCO3)C2=O)c1
Highest occupied orbital energy   -7.9 eV
Frontier orbital gap   0.2767 Eh
Relative energy (zero: lowest compared OMol25 entry of this formula, charge and spin)   220.5 kJ/mol

Element x y z (Å)
C -3.91205 -0.48885 1.36706
O -4.68543 0.59438 0.90983
C -4.04330 1.67795 0.39085
C -4.86673 2.71041 -0.06183
C -4.30082 3.84695 -0.60453
C -2.92891 3.96987 -0.70058
C -2.08305 2.94737 -0.24744
C -0.66652 3.18382 -0.38990
C 0.49617 2.55564 -0.07379
O 1.59351 3.32024 -0.43520
C 2.85309 2.83085 -0.32903
C 3.88822 3.57055 -0.88507
C 5.18543 3.09994 -0.80657
C 5.44639 1.88552 -0.19387
C 4.42079 1.14471 0.36726
C 3.11700 1.62451 0.32364
N 2.03189 0.94664 0.88682
C 2.26737 -0.19218 1.75320
C 2.45615 -1.50151 0.96592
O 3.50182 -2.11322 0.95517
N 1.34506 -1.84503 0.29626
C 1.21043 -3.05689 -0.47023
C 0.18388 -4.01848 0.16524
C -1.24953 -3.48100 0.08304
C -1.69008 -3.94659 -1.30618
C -0.83008 -5.19935 -1.54525
O 0.15313 -5.25015 -0.52239
C 0.73390 1.27160 0.59575
O -0.15730 0.49082 0.92373
C -2.66471 1.79859 0.29589
H -3.33369 -0.93749 0.55327
H -3.23191 -0.18994 2.17022
H -4.62466 -1.21873 1.74839
H -5.93560 2.59672 0.02291
H -4.93796 4.64498 -0.95573
H -2.50283 4.86597 -1.12669
H -0.45975 4.13969 -0.86379
H 3.65131 4.50306 -1.37106
H 5.98956 3.67646 -1.23606
H 6.45463 1.50482 -0.15270
H 4.63901 0.18802 0.81186
H 3.15198 -0.00146 2.36195
H 1.39271 -0.29752 2.40194
H 0.52159 -1.26599 0.42497
H 2.18676 -3.54575 -0.49484
H 0.90673 -2.81496 -1.49345
H 0.49765 -4.23122 1.19256
H -1.30359 -2.40179 0.20541
H -1.85983 -3.95193 0.85382
H -2.75298 -4.17328 -1.34709
H -1.47489 -3.18422 -2.05484
H -0.34177 -5.17438 -2.52673
H -1.41597 -6.12089 -1.47582
H -2.02224 1.01271 0.64369

List of natural (NBO) charges in e, atom by atom: -0.251, -0.495, 0.300, -0.242, -0.200, -0.204, -0.082, -0.156, 0.175, -0.457, 0.279, -0.234, -0.208, -0.232, -0.184, 0.065, -0.393, -0.316, 0.667, -0.621, -0.632, -0.253, 0.097, -0.431, -0.442, -0.074, -0.520, 0.642, -0.654, -0.253, 0.174, 0.181, 0.199, 0.224, 0.216, 0.206, 0.222, 0.227, 0.218, 0.219, 0.234, 0.234, 0.248, 0.426, 0.243, 0.188, 0.193, 0.208, 0.214, 0.221, 0.205, 0.174, 0.181, 0.252

---

Entry from OMol25: C35H33N6O5PSSc as an isolated structure in a non-equilibrium geometry (wB97M-V/def2-TZVPD).

Properties
Net charge   +1
E_LUMO   -0.086 hartree
Highest occupied orbital energy   -9.9 eV
Frontier orbital gap   0.2785 Eh
Relative energy (zero: lowest compared OMol25 entry of this formula, charge and spin)   0.0 kJ/mol

Element x y z (Å)
Sc -0.34663 0.77501 0.95471
O -3.06052 -0.98721 -0.67881
C -1.85160 -1.36287 -0.54459
O -1.14203 -1.12004 0.50282
C -1.23010 -1.98483 -1.77992
C -2.02341 -2.50875 -2.78283
C -1.41761 -2.85204 -4.00528
C -0.08111 -2.73267 -4.21273
C 0.69046 -2.26472 -3.15689
C 0.14410 -1.90831 -1.95198
P 1.24752 -1.44317 -0.57241
C 1.41070 -3.01886 0.51409
C 1.41776 -4.32978 -0.03238
C 1.35137 -5.42673 0.86262
C 1.24617 -5.22286 2.20368
C 1.11715 -3.97187 2.73810
C 1.16920 -2.87724 1.88438
C 2.89692 -1.20513 -1.38446
C 3.02286 -0.15680 -2.27238
C 4.27245 0.08131 -2.89212
C 5.31063 -0.78238 -2.62407
C 5.18925 -1.80585 -1.72092
C 3.97173 -2.05236 -1.06966
H -3.11688 -2.48483 -2.66694
H -1.97555 -3.22206 -4.86649
H 0.44809 -3.02801 -5.09936
H 1.77829 -2.24770 -3.34458
H 1.57103 -4.44382 -1.16366
H 1.35830 -6.42725 0.45474
H 1.17695 -6.06345 2.92845
H 0.94677 -3.73218 3.79792
H 1.08204 -1.86086 2.21089
H 2.14254 0.38333 -2.60116
H 4.37232 0.83007 -3.69056
H 6.25297 -0.62792 -3.13588
H 6.03911 -2.42320 -1.49390
H 3.77831 -2.86657 -0.37462
N 3.15834 0.51930 3.43178
C 2.38460 -0.04923 4.40099
C 1.10755 0.07337 3.92786
N 1.08987 0.60405 2.67218
C 2.35771 0.94125 2.40645
C 2.61645 1.68051 1.18494
N 1.59251 1.91317 0.41624
C 2.04002 2.58345 -0.69678
C 3.39038 2.73694 -0.50508
N 3.73165 2.22487 0.71219
H 4.18822 0.56611 3.42408
H 2.81655 -0.43764 5.30431
H 0.12230 -0.22684 4.37366
H 1.44749 2.85338 -1.56711
H 4.04841 3.35275 -1.05443
H 4.68449 2.08163 1.07019
O -1.71738 0.63494 2.48740
N -2.15076 1.61367 3.21841
C -2.65635 1.34934 4.42704
C -2.95795 2.35056 5.32916
C -2.85728 3.70978 4.91375
C -2.40736 3.97337 3.63113
C -2.08144 2.87127 2.74948
S -1.47251 3.18692 1.21122
H -2.78850 0.30447 4.67559
H -3.28289 2.16373 6.35875
H -3.00419 4.45290 5.65686
H -2.19310 4.94472 3.21365
O -1.33541 0.81085 -3.08620
C -1.45848 1.19143 -1.93494
O -0.50772 1.16637 -1.07546
C -2.84320 1.75427 -1.57507
N -3.90048 0.94277 -2.35888
C -5.14167 1.84745 -2.54769
C -4.68966 3.23029 -2.05543
C -3.12303 3.17840 -2.03196
H -3.02222 1.58197 -0.55226
H -3.93388 0.04858 -1.80885
H -3.43287 0.79021 -3.26700
H -5.99414 1.46138 -1.99930
H -5.38697 1.83063 -3.59011
H -5.10230 3.41706 -1.06963
H -5.04066 3.97546 -2.78133
H -2.65608 3.95078 -1.44705
H -2.79760 3.22199 -3.12658

List of Mulliken charges in e, atom by atom: -0.112, -1.007, -0.242, -0.299, 0.135, -0.520, -0.791, -0.796, -0.664, 0.798, 3.040, -0.394, -0.211, -0.632, -0.436, -0.592, 0.025, -0.286, 0.205, -0.969, -0.632, -0.713, -0.905, 0.496, 0.365, 0.515, 0.252, 0.290, 0.422, 0.318, 0.397, 0.182, 0.579, 0.442, 0.401, 0.436, 0.420, -0.079, -0.799, -0.516, 0.730, -0.114, 0.121, 0.540, -0.344, -1.102, -0.053, 0.231, 0.438, 0.419, 0.510, 0.449, 0.266, -0.633, 0.565, -0.101, -0.835, -0.306, -0.945, 0.758, -0.579, 0.491, 0.385, 0.415, 0.441, -0.722, 0.106, 0.620, -0.676, 0.102, -0.674, -0.610, -0.777, 0.743, 0.463, 0.432, 0.294, 0.382, 0.342, 0.383, 0.399, 0.319

---

Entry from OMol25: C35H54ClN2O2S3SbSi3Ti as an isolated structure in a non-equilibrium geometry (wB97M-V/def2-TZVPD).

Properties
Net charge   0
E_LUMO (alpha / beta)   -0.005 / -0.006 hartree
Highest occupied orbital energy (alpha / beta)   -5.8 / -7.2 eV
Spin multiplicity   3
Frontier orbital gap (alpha / beta)   0.2092 / 0.2604 Eh
Relative energy (zero: lowest compared OMol25 entry of this formula, charge and spin)   243.7 kJ/mol

Element x y z (Å)
Ti -0.19151 -0.22615 -1.13500
C -0.32408 -1.64148 3.67486
C -1.05235 -2.44146 2.61326
S -1.95731 -1.50408 1.32902
C -3.05688 -0.41912 2.30243
C -2.42850 0.90777 2.73209
S -1.06705 1.39837 1.60049
C 0.17965 2.02321 2.76517
C 0.73958 1.00533 3.74759
S 1.07314 -0.63868 3.01581
H 0.11176 -2.33923 4.39226
H -0.99928 -0.98156 4.21388
H -1.77406 -3.10592 3.09524
H -0.34125 -3.03167 2.03418
H -3.42485 -0.98214 3.16096
H -3.88756 -0.23121 1.62274
H -2.00690 0.84852 3.73068
H -3.18102 1.69850 2.71796
H -0.23446 2.87666 3.30569
H 0.96474 2.36832 2.09363
H 0.07365 0.85779 4.59600
H 1.69983 1.36252 4.12153
C -3.68334 -2.41214 -1.75481
Sb -2.55765 -1.02896 -3.00095
C -1.93559 0.68995 -1.68393
C -3.15799 1.05401 -1.00841
C -3.31008 2.21775 -0.22208
C -4.53104 2.51704 0.33012
C -5.62053 1.67989 0.08634
C -5.41316 0.60404 -0.74994
N -4.23562 0.29629 -1.27041
Si -1.44549 2.20513 -2.75049
C -3.07552 2.96052 -3.43700
C -0.42089 1.89341 -4.34572
C -0.51881 3.60075 -1.79990
C -0.92250 -2.66526 -3.27720
C 0.42728 -2.05381 -3.21660
C 1.55663 -2.77765 -3.56430
C 2.81235 -2.18004 -3.63461
C 2.88429 -0.79507 -3.44343
C 1.74958 -0.11514 -3.09939
N 0.53219 -0.72038 -2.88352
Si -1.31708 -2.89454 -5.18347
C -1.30284 -1.26271 -6.19942
C -3.06259 -3.66445 -5.33052
C -0.05942 -3.89250 -6.23653
Si -0.90166 -4.36681 -2.31355
C 0.48744 -4.57585 -1.01263
C -2.36787 -5.18556 -1.36687
C -0.55613 -5.82410 -3.52524
H -4.69474 -2.04901 -1.62927
H -3.19689 -2.49868 -0.78646
H -3.69902 -3.36256 -2.27155
H -2.47426 2.88157 -0.08560
H -4.65932 3.40380 0.93709
H -6.59388 1.88986 0.49933
H -6.22933 -0.05036 -1.03536
H -3.59649 2.22326 -4.04377
H -2.87521 3.83003 -4.05343
H -3.75344 3.26411 -2.64725
H -0.29098 0.83535 -4.53845
H 0.56380 2.34344 -4.27377
H -0.91620 2.33342 -5.20495
H -1.19885 4.28255 -1.30110
H 0.08864 4.18978 -2.47976
H 0.14012 3.17304 -1.05069
H 1.45464 -3.82223 -3.80884
H 3.69132 -2.75760 -3.86607
H 3.81302 -0.26433 -3.59613
H 1.76301 0.96454 -2.96623
H -2.08918 -0.56686 -5.91487
H -1.42419 -1.48993 -7.25423
H -0.34464 -0.76241 -6.09612
H -3.81412 -2.95923 -4.98789
H -3.15734 -4.56740 -4.74025
H -3.28781 -3.92041 -6.35881
H 0.88924 -3.36818 -6.28658
H -0.43924 -3.97333 -7.25031
H 0.12957 -4.89552 -5.88380
H 0.21564 -4.11320 -0.07012
H 1.43266 -4.15875 -1.34075
H 0.64410 -5.63441 -0.82845
H -2.70458 -4.64679 -0.49069
H -2.00717 -6.15385 -1.02959
H -3.22590 -5.37842 -2.00060
H 0.44688 -5.80774 -3.93558
H -1.25584 -5.85203 -4.35136
H -0.65931 -6.75858 -2.98238
Cl 6.41785 -0.13611 0.80130
C 4.75314 0.21203 0.46610
C 4.35386 1.53488 0.28126
C 3.03043 1.79001 -0.03948
C 2.09626 0.76400 -0.18692
O 0.86095 1.05505 -0.54745
C 2.50329 -0.59956 0.04804
C 1.63144 -1.70104 -0.00313
O 0.37402 -1.70284 -0.31967
C 3.86534 -0.82645 0.37272
H 5.06803 2.33834 0.36127
H 2.69610 2.80462 -0.22156
H 2.05960 -2.66687 0.28519
H 4.19817 -1.84134 0.52685

Mulliken population analysis, charges in e, atoms 1 to 99: -2.303, -0.964, -0.867, 0.643, -1.202, -1.334, 0.596, -0.767, -0.988, 0.156, 0.643, 0.276, 0.701, -0.094, 0.762, 0.154, 0.591, 0.640, 0.634, 0.078, 0.446, 0.516, -0.910, 0.243, 0.773, 1.181, -0.493, -0.600, -0.923, -0.517, -0.376, 1.117, -1.427, -0.603, -1.278, 2.074, -1.556, -0.521, -1.359, -1.213, -0.444, 1.876, 0.626, -1.146, -1.097, -1.308, 0.551, -0.643, -1.424, -1.460, 0.443, 0.054, 0.357, 0.377, 0.484, 0.436, 0.476, 0.278, 0.437, 0.364, -0.471, 0.398, 0.436, 0.433, 0.528, 0.041, 0.612, 0.514, 0.511, 0.201, 0.298, 0.484, 0.280, 0.247, 0.330, 0.522, 0.346, 0.451, 0.370, -0.370, 0.368, 0.712, 0.342, 0.507, 0.420, 0.452, 0.319, 0.432, -0.249, 0.065, -0.896, -0.436, 0.229, 0.729, 0.996, -0.829, -0.313, -1.665, 0.439

---

Entry from OMol25: one molecule with the formula C6H12O (wB97M-V/def2-TZVPD).

Properties
Net charge   0
E_LUMO   0.035 hartree
SMILES   CCC[C@@H](C)C=O
Highest occupied orbital energy   -9.7 eV
Frontier orbital gap   0.3923 Eh
Relative energy (zero: lowest compared OMol25 entry of this formula, charge and spin)   48.8 kJ/mol

Element x y z (Å)
C 1.98378 -0.04781 0.07131
C 0.97146 0.65585 0.98726
C -0.44104 0.05823 1.17235
C -1.22109 -0.30142 -0.10888
C -1.41458 0.87075 -1.06339
C -0.54149 -1.49362 -0.73972
O -0.07980 -1.53828 -1.85373
H 2.95319 0.45558 0.16551
H 2.14229 -1.10176 0.33061
H 1.70217 -0.00886 -0.98510
H 1.41584 0.72604 1.98754
H 0.87215 1.69003 0.63543
H -1.03569 0.78971 1.73480
H -0.39711 -0.83863 1.80724
H -2.20874 -0.67875 0.20785
H -1.75034 0.53331 -2.04764
H -2.15720 1.57068 -0.66387
H -0.47894 1.41878 -1.20586
H -0.47033 -2.37402 -0.05859

List of natural (NBO) charges in e, atom by atom: -0.624, -0.404, -0.385, -0.336, -0.614, 0.457, -0.531, 0.214, 0.203, 0.220, 0.206, 0.198, 0.215, 0.202, 0.224, 0.228, 0.211, 0.212, 0.103